(1)
DFT (ωB97M-V/def2-TZVPD) results for one molecule with the formula C5H7NO.

Values from the calculation:
HOMO-LUMO gap (eV): 10.43
Electronic energy (hartree): -324.6254
Relative energy (zero: lowest compared OMol25 entry of this formula, charge and spin) (kcal per mole): 62.2
HOMO (eV): -9.49
Charge: 0
Max |F| (eV/Å): 2.2

Cartesian coordinates (Å):
C1 -1.89 0.05 0.04
C2 -0.42 -0.17 0.03
N1 0.19 -1.10 1.01
C3 0.71 0.22 0.92
C4 1.64 0.44 -0.33
C5 0.44 -0.01 -1.18
O1 0.25 -0.28 -2.34
H1 -2.14 1.05 -0.34
H2 -2.29 -0.07 1.04
H3 -2.34 -0.69 -0.63
H4 0.87 -1.74 0.61
H5 0.63 0.91 1.78
H6 2.59 -0.06 -0.58
H7 1.78 1.46 -0.02



(2)
DFT (ωB97M-V/def2-TZVPD) results for one molecule with the formula C5H7NO.

Values from the calculation:
HOMO-LUMO gap (eV): 8.84
Electronic energy (hartree): -324.6413
Relative energy (zero: lowest compared OMol25 entry of this formula, charge and spin) (kcal per mole): 52.2
HOMO (eV): -8.08
Charge: 0
Max |F| (eV/Å): 1.2

Cartesian coordinates (Å):
C1 -1.00 0.85 1.77
N1 -0.63 0.84 0.57
C2 -0.67 -0.30 -0.24
C3 -1.79 -0.99 -0.50
C4 0.64 -0.58 -0.80
C5 1.64 0.29 -0.60
O1 2.81 0.17 -1.28
H1 -0.93 1.76 2.35
H2 -1.38 -0.04 2.29
H3 -2.70 -0.79 0.04
H4 -1.81 -1.75 -1.25
H5 0.72 -1.37 -1.53
H6 1.66 1.06 0.18
H7 3.43 0.85 -1.01



(3)
DFT (ωB97M-V/def2-TZVPD) results for a 2-piece molecular cluster, C5H7NO overall.

Values from the calculation:
HOMO-LUMO gap (eV): 8.81
Electronic energy (hartree): -324.5110
Relative energy (zero: lowest compared OMol25 entry of this formula, charge and spin) (kcal per mole): 133.9
HOMO (eV): -8.71
Charge: 0
Max |F| (eV/Å): 0.5

Cartesian coordinates (Å):
C1 1.61 -0.31 -1.25
C2 0.52 0.47 -0.62
C3 -0.67 0.94 -0.95
O1 -1.86 1.15 -0.74
C4 -0.78 -0.62 1.58
N1 -1.66 0.30 2.02
C5 0.01 -1.42 1.12
H1 2.40 -0.53 -0.52
H2 2.08 0.31 -2.03
H3 1.28 -1.24 -1.72
H4 -0.04 1.58 -1.72
H5 -2.15 0.75 1.25
H6 -1.30 0.94 2.71
H7 0.55 -2.31 0.88



(4)
DFT (ωB97M-V/def2-TZVPD) results for one molecule with the formula C5H7NO.

Values from the calculation:
HOMO-LUMO gap (eV): 10.50
Electronic energy (hartree): -324.6259
Relative energy (zero: lowest compared OMol25 entry of this formula, charge and spin) (kcal per mole): 61.9
HOMO (eV): -9.51
Charge: 0
Max |F| (eV/Å): 0.4

Cartesian coordinates (Å):
H1 -1.07 -0.49 1.56
N1 -0.38 -0.61 2.30
C1 0.69 -1.13 1.89
O1 1.04 -1.55 0.64
C2 0.25 -1.22 -0.45
C3 -0.05 0.02 -0.76
C4 0.07 1.45 -0.45
C5 -0.65 0.97 -1.70
H2 1.52 -1.32 2.58
H3 -0.05 -2.09 -1.03
H4 1.04 1.93 -0.56
H5 -0.52 1.85 0.37
H6 -1.74 1.08 -1.74
H7 -0.16 1.10 -2.66



(5)
DFT (ωB97M-V/def2-TZVPD) results for a 2-piece molecular cluster, C5H7NO overall.

Values from the calculation:
HOMO-LUMO gap (eV): 10.10
Electronic energy (hartree): -324.5974
Relative energy (zero: lowest compared OMol25 entry of this formula, charge and spin) (kcal per mole): 79.7
HOMO (eV): -10.02
Charge: 0
Max |F| (eV/Å): 0.5

Cartesian coordinates (Å):
C1 -1.03 -0.76 0.90
N1 -1.48 0.30 0.36
C2 -1.61 0.23 -1.05
O1 -1.61 -0.78 -1.71
H1 -0.83 -1.67 0.31
H2 -0.88 -0.80 1.98
H3 -1.73 1.23 -1.50
C3 1.59 -0.91 0.77
C4 1.52 0.39 0.60
C5 1.11 1.61 0.40
H4 1.63 -1.36 1.76
H5 1.60 -1.58 -0.08
H6 0.02 1.68 0.42
H7 1.71 2.49 0.23



(6)
DFT (ωB97M-V/def2-TZVPD) results for one molecule with the formula C5H7NO.

Values from the calculation:
HOMO-LUMO gap (eV): 10.87
Electronic energy (hartree): -324.6936
Relative energy (zero: lowest compared OMol25 entry of this formula, charge and spin) (kcal per mole): 19.4
HOMO (eV): -10.15
Charge: 0
Max |F| (eV/Å): 1.1

Cartesian coordinates (Å):
C1 1.73 -0.04 -0.89
C2 0.50 -0.52 -0.09
C3 -0.42 -1.25 -0.98
N1 -1.16 -1.82 -1.66
C4 -0.20 0.67 0.60
C5 -1.64 0.45 1.03
O1 -2.13 1.01 1.98
H1 2.24 -0.88 -1.36
H2 2.43 0.47 -0.23
H3 1.42 0.65 -1.68
H4 0.83 -1.24 0.67
H5 0.37 0.97 1.49
H6 -0.20 1.52 -0.09
H7 -2.25 -0.22 0.38



(7)
DFT (ωB97M-V/def2-TZVPD) results for one molecule with the formula C5H7NO.

Values from the calculation:
HOMO-LUMO gap (eV): 8.53
Electronic energy (hartree): -324.5603
Relative energy (zero: lowest compared OMol25 entry of this formula, charge and spin) (kcal per mole): 103.0
HOMO (eV): -7.87
Charge: 0
Max |F| (eV/Å): 0.7

Cartesian coordinates (Å):
C1 -0.43 1.98 0.37
N1 -0.02 0.68 -0.15
C2 0.82 -0.15 0.85
C3 1.32 -1.21 -0.15
O1 2.42 -1.57 -0.49
C4 -0.10 -1.72 -0.52
C5 -0.58 -0.58 0.37
H1 0.47 2.50 0.71
H2 -1.10 1.83 1.22
H3 -0.94 2.55 -0.42
H4 0.20 0.69 -1.15
H5 -0.42 -1.77 -1.57
H6 -0.27 -2.68 -0.03
H7 -1.52 -0.50 0.90



(8)
DFT (ωB97M-V/def2-TZVPD) results for one molecule with the formula C5H7NO.

Values from the calculation:
HOMO-LUMO gap (spin up / spin down) (eV): 8.65 / 8.65
Electronic energy (hartree): -324.4570
Relative energy (zero: lowest compared OMol25 entry of this formula, charge and spin) (kcal per mole): 167.8
HOMO (spin up / spin down) (eV): -8.96 / -8.96
Charge: 0
Max |F| (eV/Å): 0.8

Cartesian coordinates (Å):
C1 -1.53 -1.36 0.17
C2 -0.51 -0.28 0.52
C3 0.75 -0.35 -0.39
C4 1.87 0.61 -0.28
O1 0.25 2.97 -0.50
C5 -1.00 1.13 0.34
N1 -0.41 2.06 -0.07
H1 -2.40 -1.31 0.83
H2 -1.07 -2.35 0.28
H3 -1.87 -1.26 -0.86
H4 -0.21 -0.38 1.57
H5 1.37 -1.24 -0.13
H6 0.45 -0.51 -1.43
H7 1.84 1.05 0.74



(9)
DFT (ωB97M-V/def2-TZVPD) results for one molecule with the formula C5H7NO.

Values from the calculation:
HOMO-LUMO gap (eV): 10.63
Electronic energy (hartree): -324.6406
Relative energy (zero: lowest compared OMol25 entry of this formula, charge and spin) (kcal per mole): 52.6
HOMO (eV): -10.33
Charge: 0
Max |F| (eV/Å): 1.1

Cartesian coordinates (Å):
C1 -0.99 -0.35 -1.15
C2 0.28 0.06 -1.04
C3 1.37 -0.75 -1.51
N1 2.27 -1.37 -1.90
C4 0.59 1.16 -0.06
O1 0.69 0.54 1.20
C5 -0.35 -0.32 1.67
H1 -1.27 -1.34 -1.49
H2 -1.77 0.30 -0.77
H3 1.56 1.64 -0.26
H4 -0.19 1.94 -0.09
H5 0.08 -1.31 1.83
H6 -1.22 -0.49 1.01
H7 -0.74 0.10 2.59



(10)
DFT (ωB97M-V/def2-TZVPD) results for a 2-piece molecular cluster, C5H7NO overall.

Values from the calculation:
HOMO-LUMO gap (eV): 10.38
Electronic energy (hartree): -324.6124
Relative energy (zero: lowest compared OMol25 entry of this formula, charge and spin) (kcal per mole): 70.3
HOMO (eV): -9.64
Charge: 0
Max |F| (eV/Å): 4.8

Cartesian coordinates (Å):
C1 1.47 -1.20 -1.11
N1 1.16 -0.79 0.18
C2 0.88 -1.07 1.27
O1 0.51 -1.16 2.36
H1 1.36 -2.29 -1.38
H2 0.83 -0.56 -1.72
H3 2.55 -0.85 -1.31
C3 -0.19 1.85 0.17
C4 -1.25 1.13 0.19
C5 -2.30 0.41 0.20
H4 -0.02 2.81 0.68
H5 0.78 1.43 -0.04
H6 -2.74 -0.06 1.17
H7 -3.05 0.34 -0.65



(11)
DFT (ωB97M-V/def2-TZVPD) results for one molecule with the formula C5H7NO.

Values from the calculation:
HOMO-LUMO gap (eV): 9.87
Electronic energy (hartree): -324.6240
Relative energy (zero: lowest compared OMol25 entry of this formula, charge and spin) (kcal per mole): 63.0
HOMO (eV): -8.97
Charge: 0
Max |F| (eV/Å): 0.6

Cartesian coordinates (Å):
N1 1.14 -2.37 1.24
C1 1.08 -1.15 1.05
C2 1.10 0.13 0.76
C3 0.29 0.74 -0.36
C4 -0.42 -0.22 -1.33
O1 -1.71 0.21 -0.90
C5 -1.15 1.19 -0.02
H1 0.43 -2.73 1.88
H2 1.69 0.78 1.39
H3 0.89 1.51 -0.86
H4 -0.24 -0.01 -2.39
H5 -0.25 -1.29 -1.15
H6 -1.40 2.21 -0.33
H7 -1.45 1.03 1.02



(12)
DFT (ωB97M-V/def2-TZVPD) results for one molecule with the formula C5H7NO.

Values from the calculation:
HOMO-LUMO gap (eV): 7.50
Electronic energy (hartree): -324.5010
Relative energy (zero: lowest compared OMol25 entry of this formula, charge and spin) (kcal per mole): 140.3
HOMO (eV): -6.59
Charge: 0
Max |F| (eV/Å): 0.6

Cartesian coordinates (Å):
C1 -2.20 -1.12 0.30
N1 -1.52 -0.05 -0.16
C2 -0.30 0.38 0.08
C3 0.96 -0.02 0.81
C4 1.71 -0.10 -0.55
C5 0.84 1.18 -0.53
O1 1.33 1.42 0.84
H1 -3.28 -1.05 0.30
H2 -1.65 -1.78 0.97
H3 -2.05 0.56 -0.79
H4 1.08 -0.61 1.72
H5 1.44 -0.91 -1.25
H6 2.79 0.09 -0.49
H7 0.84 2.02 -1.23



(13)
DFT (ωB97M-V/def2-TZVPD) results for one molecule with the formula C5H7NO2.

Values from the calculation:
HOMO-LUMO gap (eV): 8.39
Electronic energy (hartree): -399.7940
Relative energy (zero: lowest compared OMol25 entry of this formula, charge and spin) (kcal per mole): 107.6
HOMO (eV): -8.93
Charge: 0
Max |F| (eV/Å): 7.6

Cartesian coordinates (Å):
C1 -0.75 -1.20 0.92
N1 -1.44 -0.32 -0.08
C2 -1.05 0.91 -0.49
C3 0.07 1.48 -0.21
C4 1.32 0.75 0.29
O1 2.21 1.14 0.97
C5 1.57 -0.43 -0.66
O2 2.48 -1.30 -0.57
H1 -1.43 -2.16 1.09
H2 -0.74 -0.38 1.95
H3 0.43 -1.62 0.59
H4 -2.24 -0.59 -0.56
H5 -1.67 1.54 -1.21
H6 0.48 2.63 -0.64
H7 0.74 -0.45 -1.39



(14)
DFT (ωB97M-V/def2-TZVPD) results for one molecule with the formula C5H7NO2.

Values from the calculation:
HOMO-LUMO gap (eV): 8.12
Electronic energy (hartree): -399.8841
Relative energy (zero: lowest compared OMol25 entry of this formula, charge and spin) (kcal per mole): 51.1
HOMO (eV): -7.30
Charge: 0
Max |F| (eV/Å): 3.2

Cartesian coordinates (Å):
C1 1.94 0.81 -1.12
O1 0.66 0.46 -1.48
C2 -0.20 0.04 -0.47
N1 -1.57 0.13 -0.76
C3 -2.25 -0.31 0.37
C4 -1.32 -0.70 1.32
C5 -0.04 -0.48 0.82
O2 1.21 -0.72 1.28
H1 2.33 1.68 -1.81
H2 2.58 -0.10 -1.45
H3 2.02 1.12 0.00
H4 -2.01 0.09 -1.74
H5 -3.30 -0.32 0.42
H6 -1.43 -0.78 2.39
H7 1.37 -0.93 2.21



(15)
DFT (ωB97M-V/def2-TZVPD) results for one molecule with the formula C5H7NO2.

Values from the calculation:
HOMO-LUMO gap (eV): 9.58
Electronic energy (hartree): -399.7348
Relative energy (zero: lowest compared OMol25 entry of this formula, charge and spin) (kcal per mole): 144.8
HOMO (eV): -9.09
Charge: 0
Max |F| (eV/Å): 9.1

Cartesian coordinates (Å):
O1 -1.98 0.48 0.03
C1 -0.73 0.17 0.05
C2 0.05 1.44 0.25
N1 1.40 1.55 -0.06
O2 2.01 0.18 -0.03
C3 1.15 -0.72 0.13
C4 -0.06 -0.65 -1.00
C5 -0.08 -0.68 1.07
H1 -2.11 0.91 -0.96
H2 -0.43 2.50 0.26
H3 1.36 -1.76 -0.05
H4 -0.46 -1.62 -1.01
H5 0.34 -0.13 -1.78
H6 -0.54 -1.59 1.08
H7 0.09 -0.09 2.03



(16)
DFT (ωB97M-V/def2-TZVPD) results for C5H7NO2 as an isolated structure.

Values from the calculation:
HOMO-LUMO gap (eV): 9.05
Electronic energy (hartree): -399.6908
Relative energy (zero: lowest compared OMol25 entry of this formula, charge and spin) (kcal per mole): 172.4
HOMO (eV): -8.39
Charge: 0
Max |F| (eV/Å): 5.9

Cartesian coordinates (Å):
C1 0.52 0.40 0.43
C2 1.66 -0.52 0.02
C3 0.30 -0.86 -0.58
C4 -1.75 -0.04 -0.23
C5 -0.91 -0.03 1.08
H1 -0.07 1.45 -1.39
H2 1.32 2.29 -0.43
H3 2.52 -0.09 -0.77
H4 1.93 -1.57 0.51
H5 0.22 -2.00 -0.33
H6 -0.79 -1.03 1.61
H7 -1.64 0.73 1.97
N1 0.38 1.54 -0.37
O1 -0.78 -0.32 -1.28
O2 -2.91 0.03 -0.24



(17)
DFT (ωB97M-V/def2-TZVPD) results for a 2-piece molecular cluster, C5H7NO2 overall.

Values from the calculation:
HOMO-LUMO gap (eV): 8.71
Electronic energy (hartree): -399.6778
Relative energy (zero: lowest compared OMol25 entry of this formula, charge and spin) (kcal per mole): 180.6
HOMO (eV): -8.62
Charge: 0
Max |F| (eV/Å): 8.0

Cartesian coordinates (Å):
C1 -0.49 -1.99 2.62
C2 -0.35 -0.96 0.60
C3 0.04 -0.07 -0.35
C4 0.72 1.23 -0.17
C5 -0.54 0.15 -1.64
H1 -1.80 -2.43 2.03
H2 -0.56 -1.73 3.80
H3 0.12 -2.85 2.07
H4 -0.94 -2.06 0.44
H5 0.55 2.01 0.72
H6 1.72 0.89 -0.10
H7 -1.24 -0.41 -1.89
N1 -0.08 1.11 -2.43
O1 -0.17 -0.71 2.01
O2 0.97 1.79 -1.57



(18)
DFT (ωB97M-V/def2-TZVPD) results for one molecule with the formula C5H7NO2.

Values from the calculation:
HOMO-LUMO gap (eV): 9.81
Electronic energy (hartree): -399.6445
Relative energy (zero: lowest compared OMol25 entry of this formula, charge and spin) (kcal per mole): 201.5
HOMO (eV): -9.36
Charge: 0
Max |F| (eV/Å): 11.2

Cartesian coordinates (Å):
O1 -3.25 -0.39 -0.30
C1 -2.16 -0.28 0.26
C2 -0.88 -0.06 -0.55
O2 -0.42 1.32 -0.45
C3 0.97 1.39 0.19
C4 1.40 -0.06 -0.33
N1 1.48 -1.60 -0.37
C5 0.41 -0.73 0.19
H1 -1.86 -0.25 1.47
H2 -1.34 -0.31 -1.49
H3 1.25 2.61 -0.15
H4 0.94 1.31 1.35
H5 1.60 0.20 -1.51
H6 1.71 -2.32 0.34
H7 0.16 -0.83 1.36